{
  "formula": "C58H50F10N2",
  "method": "ωB97M-V/def2-TZVPD",
  "multiplicity": 1,
  "total_charge": 0,
  "gap_ev": 8.967,
  "species": ["C", "C", "C", "C", "C", "C", "N", "C", "C", "C", "C", "C", "C", "N", "C", "C", "C", "C", "F", "F", "F", "H", "H", "H", "H", "H", "H", "H", "H", "H", "H", "H", "H", "H", "H", "H", "F", "C", "C", "C", "C", "C", "C", "H", "H", "H", "H", "H", "F", "C", "C", "C", "C", "C", "C", "H", "H", "H", "H", "H", "F", "C", "C", "C", "C", "C", "C", "H", "H", "H", "H", "H", "F", "C", "C", "C", "C", "C", "C", "H", "H", "H", "H", "H", "F", "C", "C", "C", "C", "C", "C", "H", "H", "H", "H", "H", "F", "C", "C", "C", "C", "C", "C", "H", "H", "H", "H", "H", "F", "C", "C", "C", "C", "C", "C", "H", "H", "H", "H", "H"],
  "coordinates": [[-1.0027, 1.3668, -0.2842], [-0.4762, 0.7108, -1.1337], [0.2325, -0.0248, -2.1668], [1.5522, 0.7247, -2.5116], [1.6824, 1.1817, -3.9701], [0.8387, 2.3796, -4.3099], [-0.3145, 2.4766, -3.7035], [-1.0853, 3.5626, -4.0250], [-2.3354, 3.7260, -3.4014], [-3.1275, 4.7893, -3.6899], [-2.6918, 5.7446, -4.6355], [-1.4854, 5.5900, -5.2442], [-0.6474, 4.4975, -4.9609], [0.5487, 4.3875, -5.6236], [1.2604, 3.3473, -5.2779], [2.5919, 3.1724, -5.9859], [3.8082, 3.6558, -5.1745], [3.5932, 4.9241, -4.3925], [4.8160, 5.4008, -4.0141], [3.0352, 5.8834, -5.1200], [2.9045, 4.7542, -3.2629], [-1.2495, 2.1384, 0.3993], [0.4837, -1.0067, -1.7832], [-0.3767, -0.0919, -3.0625], [2.3661, 0.0287, -2.3498], [1.7271, 1.5558, -1.8351], [1.4013, 0.3342, -4.6012], [2.7379, 1.3495, -4.1601], [-2.6842, 3.0251, -2.6627], [-4.0800, 4.9461, -3.2105], [-3.2780, 6.6168, -4.8790], [-1.1436, 6.3275, -5.9564], [2.7195, 2.1237, -6.2401], [2.5356, 3.7616, -6.8951], [4.6097, 3.8644, -5.8788], [4.1957, 2.9137, -4.4808], [3.9303, 9.1165, -8.6398], [4.9392, 8.3625, -8.1632], [4.6907, 7.4717, -7.1375], [5.7259, 6.6938, -6.6552], [7.0053, 6.8195, -7.1829], [7.2392, 7.7256, -8.2082], [6.1995, 8.5006, -8.7097], [3.6976, 7.3834, -6.7239], [5.5134, 5.9925, -5.8660], [7.8142, 6.2124, -6.7981], [8.2330, 7.8312, -8.6224], [6.3617, 9.2055, -9.5144], [2.2703, -2.0543, -3.2183], [3.2342, -2.8285, -2.6713], [2.9124, -3.6445, -1.6065], [3.9038, -4.4390, -1.0485], [5.1966, -4.3992, -1.5546], [5.4978, -3.5672, -2.6244], [4.5101, -2.7764, -3.1935], [1.9004, -3.6549, -1.2230], [3.6673, -5.0898, -0.2170], [5.9682, -5.0170, -1.1152], [6.5050, -3.5328, -3.0172], [4.7223, -2.1267, -4.0326], [7.2116, -6.4163, 0.5066], [6.3801, -6.6876, 1.5354], [6.3514, -7.9658, 2.0547], [5.4995, -8.2409, 3.1144], [4.6857, -7.2409, 3.6312], [4.7268, -5.9625, 3.0916], [5.5833, -5.6788, 2.0375], [6.9881, -8.7314, 1.6311], [5.4704, -9.2334, 3.5350], [4.0195, -7.4596, 4.4550], [4.0909, -5.1835, 3.4906], [5.6358, -4.6862, 1.6088], [-4.3890, 3.0284, -1.6655], [-5.2000, 2.3311, -0.8346], [-4.6729, 1.2803, -0.1122], [-5.5074, 0.5724, 0.7404], [-6.8480, 0.9165, 0.8502], [-7.3568, 1.9743, 0.1102], [-6.5273, 2.6940, -0.7384], [-3.6268, 1.0236, -0.2198], [-5.1100, -0.2495, 1.3203], [-7.4955, 0.3600, 1.5141], [-8.4019, 2.2412, 0.1929], [-6.9017, 3.5271, -1.3188], [-6.5407, 0.4882, 4.0360], [-7.6852, 1.0140, 4.5142], [-7.6817, 2.3116, 4.9849], [-8.8635, 2.8513, 5.4707], [-10.0237, 2.0879, 5.4878], [-10.0042, 0.7837, 5.0131], [-8.8282, 0.2396, 4.5167], [-6.7650, 2.8862, 4.9693], [-8.8785, 3.8679, 5.8382], [-10.9426, 2.5110, 5.8717], [-10.9064, 0.1869, 5.0292], [-8.7929, -0.7725, 4.1351], [-8.1435, 4.5014, 8.2779], [-8.9441, 4.1165, 9.2917], [-8.9054, 2.8021, 9.7109], [-9.7283, 2.4087, 10.7560], [-10.5791, 3.3261, 11.3579], [-10.6047, 4.6421, 10.9171], [-9.7787, 5.0461, 9.8782], [-8.2406, 2.1020, 9.2223], [-9.7052, 1.3837, 11.1005], [-11.2219, 3.0146, 12.1705], [-11.2697, 5.3572, 11.3825], [-9.7776, 6.0686, 9.5245], [5.2041, -11.3424, 2.7345], [6.0620, -12.2644, 3.2210], [5.5560, -13.4056, 3.8091], [6.4411, -14.3516, 4.3046], [7.8105, -14.1411, 4.2142], [8.2975, -12.9840, 3.6226], [7.4191, -12.0370, 3.1163], [4.4853, -13.5465, 3.8755], [6.0606, -15.2545, 4.7624], [8.4975, -14.8796, 4.6051], [9.3639, -12.8167, 3.5547], [7.7788, -11.1319, 2.6446]],
  "forces_ev_per_a": [[0.3, 0.5, 0.2], [-0.2, -0.3, -0.2], [0.5, 0.7, 0.2], [0.2, -0.3, -0.3], [-0.1, -0.3, 0.5], [-0.4, 0.0, 0.2], [0.2, 0.4, -0.3], [0.3, -0.7, 0.3], [-0.3, -0.2, 0.4], [0.0, 0.7, -0.5], [0.2, -0.1, 0.1], [0.1, 0.5, -0.4], [0.0, 0.5, -0.5], [-0.3, -0.7, 0.7], [0.5, 0.0, -0.5], [-0.3, 0.3, 0.5], [-0.1, -0.2, -0.3], [1.1, -0.3, 0.0], [-0.2, -0.1, 0.3], [-0.5, 0.3, 0.0], [-0.4, 0.0, 0.0], [-0.4, -0.1, 0.2], [-0.1, -0.3, -0.1], [-0.2, -0.2, 0.0], [0.2, 0.0, 0.1], [-0.2, 0.2, 0.0], [0.0, 0.0, -0.2], [0.1, 0.2, -0.1], [0.5, -0.3, -0.1], [-0.1, -0.2, 0.2], [-0.2, 0.0, 0.1], [0.1, 0.0, -0.1], [0.2, 0.0, -0.2], [0.0, 0.0, -0.2], [0.1, 0.1, 0.0], [-0.1, -0.1, 0.1], [0.0, 0.0, 0.0], [0.3, -0.1, 0.1], [-0.3, 0.1, -0.1], [0.2, 0.0, -0.2], [0.0, 0.0, 0.0], [-0.1, 0.0, 0.1], [0.1, 0.1, -0.1], [0.0, 0.1, -0.1], [0.2, 0.1, 0.0], [0.0, 0.0, 0.0], [0.0, 0.0, 0.0], [0.0, 0.0, 0.0], [0.0, -0.2, -0.1], [0.2, -0.2, 0.1], [-0.2, 0.0, 0.1], [0.1, 0.1, -0.1], [0.0, 0.0, 0.0], [-0.1, 0.0, 0.1], [0.1, 0.1, -0.2], [0.0, 0.0, 0.0], [0.0, 0.0, 0.0], [0.0, 0.0, 0.0], [0.0, 0.0, 0.0], [0.0, 0.0, 0.0], [0.0, 0.0, 0.0], [-0.2, -0.1, 0.2], [0.1, -0.2, -0.1], [0.0, 0.2, 0.0], [0.0, 0.0, 0.0], [0.0, -0.1, 0.0], [0.0, 0.2, -0.1], [0.0, 0.0, 0.0], [0.0, 0.0, 0.0], [0.0, 0.0, 0.0], [0.0, 0.0, 0.0], [0.0, 0.0, 0.0], [-0.4, -0.1, 0.3], [-0.2, -0.1, 0.1], [0.2, -0.1, 0.0], [-0.1, 0.1, -0.1], [-0.1, 0.0, 0.0], [0.1, -0.1, 0.0], [-0.1, 0.2, -0.1], [0.0, 0.0, 0.0], [0.0, 0.0, 0.0], [0.0, 0.0, 0.0], [0.0, 0.0, 0.0], [0.0, 0.0, 0.0], [0.1, 0.0, 0.0], [-0.2, 0.1, 0.1], [0.2, 0.1, 0.0], [-0.1, -0.1, 0.0], [0.0, 0.0, 0.0], [0.1, 0.1, 0.0], [0.0, -0.2, -0.1], [0.0, 0.0, 0.0], [0.0, 0.0, 0.0], [0.0, 0.0, 0.0], [0.0, 0.0, 0.0], [0.0, 0.0, 0.0], [0.0, 0.1, 0.0], [-0.1, -0.1, 0.2], [0.1, -0.2, -0.1], [-0.1, 0.1, 0.0], [0.0, 0.0, 0.0], [0.0, -0.1, 0.0], [0.0, 0.2, -0.1], [0.0, 0.0, 0.0], [0.0, 0.0, 0.0], [0.0, 0.0, 0.0], [0.0, 0.0, 0.0], [0.0, 0.0, 0.0], [0.0, -0.1, 0.0], [0.2, -0.2, 0.1], [-0.2, 0.0, 0.0], [0.1, 0.1, 0.0], [0.0, 0.0, 0.0], [-0.1, -0.1, 0.0], [0.1, 0.2, -0.1], [0.0, 0.0, 0.0], [0.0, 0.0, 0.0], [0.0, 0.0, 0.0], [0.0, 0.0, 0.0], [0.0, 0.0, 0.0]],
  "mulliken_charge": [-0.389, -0.424, -0.296, -1.023, -0.556, 1.233, -0.184, -0.413, -0.177, -0.262, -0.772, -0.431, -0.072, -0.552, 0.391, -1.418, -0.495, 0.612, -0.315, -0.207, -0.277, 0.499, 0.270, 0.325, 0.451, 0.526, 0.274, -0.023, 0.854, 0.379, 0.376, 0.445, 0.494, 0.439, 0.502, 0.386, -0.318, 0.330, -0.453, -0.035, -0.883, -0.272, -0.530, 0.549, 0.366, 0.395, 0.361, 0.419, -0.258, 0.394, -0.444, -0.420, -0.451, -0.556, -0.322, 0.438, 0.425, 0.379, 0.376, 0.438, -0.339, 0.331, -0.460, -0.015, -0.711, -0.387, -0.471, 0.408, 0.294, 0.378, 0.386, 0.584, -0.074, 0.258, -0.127, -0.565, -0.475, -0.605, -0.540, 0.363, 0.406, 0.464, 0.371, 0.416, -0.347, 0.352, -0.539, -0.299, -0.600, -0.345, -0.312, 0.451, 0.410, 0.404, 0.379, 0.447, -0.327, 0.385, -0.334, -0.326, -0.512, -0.306, -0.503, 0.438, 0.356, 0.371, 0.356, 0.410, -0.297, 0.485, -0.511, -0.353, -0.538, -0.406, -0.190, 0.418, 0.357, 0.370, 0.366, 0.304]
}

{
  "formula": "C58H51BF2N6O4P2S2Se2V",
  "method": "ωB97M-V/def2-TZVPD",
  "s_squared": 0.79,
  "multiplicity": 2,
  "total_charge": 0,
  "gap_ev": [5.531, 5.925],
  "species": ["V", "O", "N", "C", "C", "C", "C", "C", "C", "C", "P", "C", "C", "C", "C", "C", "C", "C", "C", "C", "C", "C", "C", "H", "H", "H", "H", "H", "H", "H", "H", "H", "H", "H", "H", "H", "H", "H", "H", "Se", "Se", "C", "C", "C", "C", "C", "N", "C", "C", "C", "C", "C", "N", "H", "H", "H", "H", "H", "H", "H", "H", "S", "C", "C", "C", "N", "C", "C", "C", "C", "C", "N", "C", "C", "H", "H", "H", "H", "H", "H", "H", "H", "N", "C", "C", "C", "C", "C", "C", "S", "O", "O", "O", "H", "H", "H", "H", "H", "H", "F", "B", "F", "C", "P", "C", "C", "C", "C", "C", "C", "C", "C", "C", "C", "C", "C", "H", "H", "H", "H", "H", "H", "H", "H", "H", "H", "H", "H", "H"],
  "coordinates": [[0.6002, -0.2490, -1.0024], [1.1523, -0.2685, 1.6139], [1.9343, -0.4561, 0.4964], [3.0561, -1.0060, 0.7257], [4.0074, -1.4583, -0.2943], [5.1359, -2.0946, 0.2261], [6.1423, -2.5736, -0.5941], [6.0378, -2.4133, -1.9649], [4.9241, -1.7821, -2.4983], [3.8974, -1.3034, -1.6900], [2.5180, -0.4571, -2.5517], [2.3009, -1.4321, -4.0749], [2.5860, -0.9394, -5.3457], [2.3657, -1.7315, -6.4656], [1.8697, -3.0175, -6.3238], [1.6059, -3.5213, -5.0573], [1.8177, -2.7343, -3.9385], [3.2565, 1.1331, -3.0449], [4.4093, 1.6239, -2.4378], [4.8405, 2.9197, -2.6973], [4.1332, 3.7297, -3.5694], [2.9851, 3.2462, -4.1863], [2.5434, 1.9623, -3.9165], [0.6029, 0.5542, 1.5195], [3.3048, -1.1772, 1.7702], [5.2158, -2.2173, 1.2989], [7.0010, -3.0688, -0.1617], [6.8141, -2.7801, -2.6228], [4.8476, -1.6680, -3.5728], [2.9943, 0.0527, -5.4733], [2.5870, -1.3384, -7.4490], [1.6927, -3.6302, -7.1978], [1.2279, -4.5277, -4.9378], [1.6203, -3.1467, -2.9574], [4.9733, 1.0032, -1.7535], [5.7307, 3.2943, -2.2100], [4.4653, 4.7410, -3.7607], [2.4223, 3.8788, -4.8601], [1.6265, 1.6082, -4.3771], [-0.4274, 2.7694, 4.7242], [-0.9170, 0.5391, 4.3386], [-1.9289, 0.8606, 2.6923], [-3.4284, 0.8002, 2.9184], [-4.0741, 1.8521, 2.0621], [-3.5168, 2.1938, 0.9156], [-2.2103, 1.6039, 0.4788], [-1.3534, 1.1906, 1.6130], [1.4956, 2.7105, 4.7449], [2.0951, 3.7979, 5.3856], [3.4724, 3.8692, 5.3827], [4.2004, 2.8468, 4.7800], [3.5015, 1.8077, 4.1968], [2.1682, 1.7375, 4.1603], [-3.6090, 1.0108, 3.9717], [-4.9757, 2.3346, 2.4167], [-3.9514, 2.9583, 0.2835], [-1.6548, 2.3629, -0.0658], [1.4886, 4.5668, 5.8481], [3.9728, 4.7069, 5.8503], [5.2815, 2.8572, 4.7623], [4.0340, 0.9892, 3.7190], [-4.9987, 0.6930, -3.6832], [-3.5352, 0.4579, -2.7103], [-2.2702, 0.2051, -3.3881], [-1.1984, 0.0477, -2.6077], [-1.1784, 0.1298, -1.2389], [-2.4042, 0.3998, -0.4740], [-3.6022, 0.5388, -1.3815], [-4.8787, -0.7548, -4.7108], [-4.9013, -2.0294, -4.1614], [-4.7879, -3.1173, -5.0119], [-4.6732, -3.0143, -6.3351], [-4.6695, -1.7889, -6.8493], [-4.7622, -0.6318, -6.0871], [-2.2088, 0.1432, -4.4632], [-0.2134, -0.1542, -3.0705], [-2.5685, -0.4619, 0.1830], [-4.5579, 0.6797, -0.8933], [-4.9938, -2.1701, -3.0925], [-4.7941, -4.1239, -4.6090], [-4.5778, -1.7215, -7.9279], [-4.7443, 0.3431, -6.5553], [0.9805, 2.2515, -1.1801], [0.7148, 3.3111, -0.2527], [-0.2578, 4.2811, -0.4697], [-0.5488, 5.1907, 0.5428], [0.1432, 5.1391, 1.7468], [1.1418, 4.2057, 1.9169], [1.4166, 3.2787, 0.9353], [-0.2265, 6.2366, 3.1186], [0.1856, 7.5486, 2.6602], [0.5867, 5.6843, 4.2045], [-1.6584, 6.0749, 3.3039], [0.8183, 2.5020, -2.1479], [1.9797, 2.0751, -1.1089], [-0.8079, 4.3020, -1.4057], [-1.3273, 5.9317, 0.4124], [1.6735, 4.2077, 2.8485], [2.1673, 2.5079, 1.1018], [-0.6928, -3.0166, -1.4856], [0.3617, -2.3592, -0.9645], [1.2614, -3.2286, -0.4326], [-2.6875, -3.8063, 1.3439], [-1.8715, -2.3721, 2.1729], [-0.7605, -3.2325, 3.3499], [0.0868, -4.2209, 2.8441], [1.0430, -4.8205, 3.6496], [1.1784, -4.4377, 4.9768], [0.3475, -3.4537, 5.4897], [-0.6126, -2.8576, 4.6843], [-3.2910, -1.8124, 3.1903], [-3.7819, -2.5575, 4.2277], [-5.0314, -2.3083, 4.8127], [-5.8779, -1.3190, 4.2553], [-5.4666, -0.5550, 3.2206], [-4.0774, -0.6277, 2.6592], [-3.1081, -4.5082, 2.0643], [-1.9795, -4.3164, 0.6925], [-3.4885, -3.4178, 0.7117], [0.0157, -4.5209, 1.8083], [1.6836, -5.5897, 3.2361], [1.9225, -4.9067, 5.6076], [0.4414, -3.1464, 6.5236], [-1.2538, -2.0968, 5.1081], [-3.2074, -3.4067, 4.5834], [-5.3737, -2.9163, 5.6381], [-6.8729, -1.1820, 4.6603], [-6.1268, 0.1958, 2.8049], [-4.1518, -0.7218, 1.5660]],
  "forces_ev_per_a": [[-0.9, 1.2, -0.5], [0.1, 0.0, 0.2], [-0.1, 0.2, 0.0], [0.0, 0.0, 0.1], [0.0, 0.1, 0.0], [0.0, 0.0, 0.0], [0.0, 0.0, 0.0], [0.0, 0.0, 0.0], [0.0, 0.0, 0.0], [0.0, 0.0, 0.0], [0.1, -0.3, 0.1], [0.0, 0.0, 0.0], [0.0, 0.0, 0.0], [0.0, 0.0, 0.0], [0.0, 0.0, 0.0], [0.0, 0.0, 0.0], [0.0, 0.0, 0.0], [0.0, 0.0, 0.0], [0.0, 0.0, 0.0], [0.0, 0.0, 0.0], [0.0, 0.0, 0.0], [0.0, 0.0, 0.0], [0.0, 0.0, 0.0], [-0.1, -0.1, 0.0], [0.0, 0.0, 0.0], [0.0, 0.0, 0.0], [0.0, 0.0, 0.0], [0.0, 0.0, 0.0], [0.0, 0.0, 0.0], [0.0, 0.0, 0.0], [0.0, 0.0, 0.0], [0.0, 0.0, 0.0], [0.0, 0.0, 0.0], [0.0, 0.0, 0.0], [0.0, 0.0, 0.0], [0.0, 0.0, 0.0], [0.0, 0.0, 0.0], [0.0, 0.0, 0.0], [0.0, 0.0, 0.0], [0.0, 0.2, 0.0], [0.2, -0.1, -0.3], [0.1, 0.0, -0.1], [0.0, 0.0, 0.0], [-0.1, -0.1, 0.1], [0.0, 0.2, 0.0], [0.1, -0.1, 0.2], [-0.1, -0.1, 0.1], [0.1, 0.1, 0.1], [0.1, -0.1, 0.3], [0.0, -0.1, 0.0], [0.0, 0.0, 0.0], [0.1, 0.0, -0.1], [-0.1, 0.0, 0.0], [0.0, 0.0, 0.0], [0.0, 0.0, 0.0], [0.0, 0.0, 0.0], [0.1, 0.0, 0.0], [0.1, -0.1, -0.1], [0.0, 0.0, 0.0], [0.0, 0.0, 0.0], [0.0, 0.0, 0.0], [0.0, 0.1, 0.0], [-0.1, -0.1, 0.1], [0.1, 0.1, -0.1], [0.3, 0.1, 0.0], [-0.2, -0.3, 0.2], [0.0, -0.2, -0.2], [0.0, 0.0, 0.1], [0.0, 0.0, 0.0], [0.1, 0.0, 0.0], [0.0, 0.0, 0.0], [0.0, 0.0, 0.0], [0.0, 0.0, 0.0], [-0.1, 0.0, 0.0], [0.0, 0.0, 0.0], [0.0, 0.0, 0.0], [0.0, -0.1, 0.0], [0.0, 0.0, 0.0], [0.0, 0.0, 0.0], [0.0, 0.0, 0.0], [0.0, 0.0, 0.0], [0.0, 0.0, 0.0], [0.7, -0.7, 0.1], [-0.3, -0.1, 0.1], [0.0, 0.0, 0.1], [0.0, 0.0, 0.1], [0.0, 0.2, -0.1], [0.1, -0.1, 0.0], [0.2, -0.1, 0.0], [-0.3, 0.1, -0.3], [0.1, -0.1, 0.1], [-0.2, 0.2, 0.0], [0.0, 0.0, 0.1], [-0.2, 0.2, 0.0], [0.0, 0.2, -0.3], [0.0, 0.0, 0.0], [0.0, 0.0, 0.0], [0.2, 0.0, 0.1], [0.0, 0.1, 0.0], [0.0, 0.0, 0.0], [0.1, -0.3, 0.2], [0.0, 0.0, 0.0], [0.0, 0.0, 0.0], [0.0, 0.0, 0.0], [0.0, 0.0, 0.0], [0.0, 0.0, 0.1], [0.0, 0.0, 0.0], [0.0, 0.0, 0.0], [0.0, 0.0, 0.0], [0.0, 0.0, 0.0], [-0.1, 0.1, -0.1], [0.0, 0.0, 0.0], [0.0, 0.0, 0.0], [0.0, 0.0, 0.0], [0.0, 0.0, 0.0], [0.0, 0.0, 0.1], [0.0, 0.0, 0.0], [0.0, 0.0, 0.0], [0.0, 0.0, 0.0], [0.0, 0.0, -0.1], [0.0, 0.0, 0.0], [0.0, 0.0, 0.0], [0.0, 0.0, 0.0], [0.0, 0.0, 0.0], [0.0, 0.0, 0.0], [0.0, 0.0, 0.0], [0.0, 0.0, 0.0], [0.0, 0.0, 0.0], [0.1, 0.0, 0.0]],
  "mulliken_charge": [0.091, 0.204, 0.914, -0.898, 0.738, -0.836, -0.777, -0.807, -0.504, -0.135, 3.022, 0.377, -0.179, -0.826, -0.596, -0.938, -0.592, -0.101, -0.453, -0.823, -0.714, -0.788, -0.610, -0.363, 0.287, 0.537, 0.409, 0.458, 0.503, 0.479, 0.451, 0.421, 0.481, 0.355, 0.400, 0.452, 0.429, 0.461, 0.503, 0.051, 0.232, -2.079, 0.507, -1.711, -0.927, 2.132, 1.411, 0.265, -0.740, -0.388, -0.670, -0.153, 0.015, 0.979, 0.620, 0.671, -1.558, 0.460, 0.411, 0.414, 0.343, -0.207, -0.143, -1.398, -1.309, 1.101, 1.595, -1.444, 0.106, -0.066, -0.414, -0.604, -0.354, -0.097, 0.584, 0.740, -1.371, 0.706, 0.425, 0.377, 0.362, 0.417, -0.017, -0.651, -0.128, -0.932, -0.044, -0.885, -0.310, 1.209, -0.720, -0.569, -0.695, 0.174, 0.025, 0.502, 0.442, 0.776, 0.340, -0.188, 1.662, -0.190, -1.529, 1.566, 0.869, -0.760, -0.771, -0.557, -1.114, -0.441, -0.104, -0.698, -1.070, -0.694, -0.868, 1.118, 0.449, 0.408, 0.485, 0.168, 0.445, 0.408, 0.425, 0.607, 0.525, 0.439, 0.426, 0.460, -0.318]
}